{
  "formula": "C7H14P2",
  "method": "ωB97M-V/def2-TZVPD",
  "symbols": ["C", "C", "C", "C", "C", "C", "C", "P", "P", "H", "H", "H", "H", "H", "H", "H", "H", "H", "H", "H", "H", "H", "H"],
  "positions_angstrom": [[-0.83, 1.56, 0.45], [1.63, 1.19, 0.94], [0.55, -2.07, 0.13], [-1.02, -0.07, -1.57], [0.58, 1.33, -0.07], [-0.53, -1.06, 0.63], [-0.56, 0.25, -0.23], [-5.76, 0.07, -0.71], [-4.33, 0.18, 0.57], [-1.02, 1.62, 1.55], [2.62, 0.83, 0.58], [1.36, 0.33, 1.55], [1.86, 2.09, 1.37], [0.26, -2.77, -0.69], [1.41, -1.46, -0.16], [0.89, -2.73, 0.94], [-1.84, 0.72, -1.86], [-0.29, -0.03, -2.35], [-1.43, -1.01, -1.58], [-1.37, 2.28, -0.17], [0.83, 2.01, -0.88], [-0.33, -0.76, 1.61], [-1.54, -1.45, 0.64]],
  "lowdin_charge": [-0.12, -0.09, -0.08, -0.07, -0.27, -0.19, -0.47, 0.05, 0.08, 0.12, 0.09, 0.07, 0.05, 0.08, 0.07, 0.06, 0.12, 0.08, 0.04, 0.10, 0.13, 0.07, 0.08],
  "e_above_lowest_ev": 0.410,
  "molar_mass_g_mol": 160.14,
  "gap_ev": 8.66,
  "total_charge": 0,
  "e_tot_ha": -957.7219
}